C29H41N2O3PdS4SbSi3 as an isolated structure at a distorted geometry, computed with ωB97M-V/def2-TZVPD.

The geometry in XYZ format:
```
84
C29H41N2O3PdS4SbSi3 | the OMol25 dataset | ωB97M-V/def2-TZVPD
Sb 0.3987 1.7778 -0.4787
Pd 0.0871 -0.8084 -1.2461
S -1.2946 -0.0630 -2.9932
S -0.0184 0.3286 -5.6835
S 1.3690 -0.4351 -3.1432
S -1.3053 -2.8208 1.5310
Si 2.8240 2.6403 -0.3838
Si -0.9059 3.6066 -1.7172
Si -0.2771 1.9958 2.0051
O -2.4803 0.1109 -0.3773
O -0.5154 -2.7227 2.7289
O -1.2022 -4.0189 0.7466
N 2.0634 -1.2982 -0.2684
N -1.0914 -1.4660 0.6107
C 1.1915 -4.9009 -2.1485
C 2.8616 4.5095 -0.2401
C 1.6908 -3.6777 -0.0777
C -4.7223 -0.9754 1.2680
C -5.5966 -1.6748 2.0881
C 1.7880 -4.8386 0.6922
C 2.7170 -3.6211 2.5401
C -3.8556 -3.2372 2.7262
C -0.7951 -3.1618 -2.8907
C -0.2612 3.6689 -3.4651
C 0.0019 -0.0356 -4.1020
C -2.6997 3.1160 -1.5760
C 3.7653 1.9519 1.0879
C 1.0081 -3.7325 -1.4003
C 0.7429 0.7117 2.9062
C -2.1027 1.7493 2.3266
C -3.4139 -1.4195 1.1931
C 2.3045 -4.8183 1.9762
C 2.6321 -2.4582 1.7966
C -2.2955 -0.8410 0.3891
C -0.6648 5.2694 -0.8941
C 0.1781 3.7140 2.6165
C -5.1680 -2.7908 2.8082
C 0.4036 -5.2083 -3.2429
C 3.7021 2.1676 -1.9664
C -3.0043 -2.5235 1.9059
C 2.1416 -2.5021 0.5006
C -0.6346 -4.3588 -3.5783
C 0.0535 -2.8072 -1.8543
H 3.3923 2.3746 2.0221
H -5.8718 -3.3195 3.4381
H 1.1357 4.0648 2.2373
H -2.3835 2.3821 3.1740
H 1.3933 -5.7629 0.2918
H 4.8131 2.2520 0.9842
H 0.6443 -0.2708 2.4363
H 2.3443 -5.7334 2.5525
H -2.7247 2.0130 1.4709
H -0.7787 4.4491 -4.0315
H 2.1507 4.9022 0.4836
H -3.0468 3.2685 -0.5512
H -6.6269 -1.3538 2.1723
H -2.8598 2.0688 -1.8302
H 3.8649 4.8182 0.0720
H 3.0842 -3.5878 3.5574
H 1.9669 -5.5910 -1.8383
H 4.6641 2.6877 -2.0105
H 3.8970 1.0946 -2.0330
H 2.9418 -1.5091 2.2216
H -2.3247 0.7141 2.5892
H -0.3993 2.7204 -3.9910
H 2.4109 -0.5086 0.2618
H 0.3690 5.6125 -0.9349
H -3.3149 3.7346 -2.2367
H -1.2812 6.0043 -1.4235
H 0.8060 3.9050 -3.4713
H -0.9826 5.2582 0.1490
H 0.2345 3.7060 3.7106
H 3.1198 2.4464 -2.8473
H -3.5152 -4.1026 3.2790
H 2.6561 4.9776 -1.2057
H 2.6058 -1.3840 -1.1224
H 0.3977 0.6089 3.9394
H -0.5853 4.4418 2.3321
H -5.0366 -0.1098 0.6990
H 3.7513 0.8649 1.1853
H -1.3089 -4.6010 -4.3902
H -1.6006 -2.5112 -3.1862
H 0.5813 -6.1173 -3.8033
H 1.7968 0.9902 2.9317
```

Output
F_max	0.03142	hartree/bohr
LUMO energy	-1.358	eV
total charge	0
electronic energy	-116855.6153	eV
HOMO energy	-0.28991	hartree